Record 1
22
Properties=species:S:1:pos:R:3 method="wB97M-V/def2-TZVPD" e_above_lowest_kj_mol=42.1 lumo_energy_ha=0.0401 smiles=CCC.CCC homo_lumo_gap_ev=12.46
C -2.25970 1.32149 0.98900
C -1.74905 0.45717 -0.15497
C -2.80785 -0.34507 -0.89448
H -2.66033 0.71238 1.80575
H -3.01238 1.97726 0.59994
H -1.43453 1.89236 1.44166
H -1.32321 1.05711 -0.91275
H -0.95186 -0.26127 0.22228
H -3.57576 0.26677 -1.18854
H -2.36739 -0.76085 -1.79212
H -3.20005 -1.17846 -0.33392
C 3.06076 0.44828 0.52935
C 2.06855 -0.15788 -0.46818
C 1.68436 -1.61770 -0.10747
H 3.94691 -0.15801 0.54133
H 2.63301 0.54069 1.51828
H 3.39238 1.39710 0.13176
H 1.16937 0.43767 -0.46252
H 2.54466 -0.20246 -1.42563
H 2.57923 -2.17316 -0.01398
H 1.17768 -1.60152 0.85678
H 1.08519 -2.05188 -0.88159



Record 2
15
Properties=species:S:1:pos:R:3 method="wB97M-V/def2-TZVPD" e_above_lowest_kj_mol=263.1 lumo_energy_ha=-0.1928 total_charge=+1 smiles="C/C=[NH+]/C=N/C" homo_lumo_gap_ev=9.30
C -2.01978 1.11187 -1.42655
C -0.89182 0.60840 -0.65243
N -0.03217 -0.23170 -1.04214
C 0.82432 -0.78910 -0.13115
N 0.78647 -0.26686 0.96014
C 1.71982 -0.50698 2.09876
H -2.90490 0.30525 -1.33561
H -1.85965 1.00354 -2.51294
H -2.23158 2.08010 -1.11482
H -0.65960 0.94489 0.37245
H 0.02639 -0.71084 -1.93915
H 1.38829 -1.66898 -0.57679
H 2.82251 -0.16228 1.95229
H 1.24956 -0.13264 2.99018
H 1.78215 -1.58468 2.35776



Record 3
117
Properties=species:S:1:pos:R:3 method="wB97M-V/def2-TZVPD" lumo_energy_ha=-0.1707 total_charge=+1 homo_lumo_gap_ev=5.72
C 3.36956 0.93370 3.70300
C 3.11167 0.52901 2.59572
C 2.72139 0.14315 1.13883
C 3.49192 -1.06836 0.46740
C 3.41660 -2.42388 1.26586
O 4.39266 -3.34740 0.72892
C 4.10091 -3.71759 -0.59241
O 3.32350 -4.59554 -0.87599
C 4.83196 -3.02330 -1.82917
C 3.80896 -2.61524 -2.96923
C 1.18051 -0.31051 1.31730
C 0.21082 0.71216 0.53813
C -0.67131 1.28914 1.72790
C -1.82660 2.28014 1.28971
C -3.00660 2.25089 2.36094
C -4.20615 1.30465 1.95009
N -4.71550 1.52050 0.57852
C -5.34882 2.84918 0.39348
C -5.53502 0.43681 0.11357
C -5.98236 0.51510 -1.41021
O -5.85947 -0.52024 0.79590
C -0.74190 -0.25931 -0.31933
C 0.00185 -0.96914 -1.52749
C -0.30250 -2.51066 -1.65068
F 0.06557 -3.04040 -0.38178
F 0.55739 -3.16011 -2.53267
C -1.81699 -2.90424 -1.83404
F -2.58984 -2.65109 -0.70619
F -1.84882 -4.28952 -1.96422
S -2.72564 -2.18219 -3.30419
F -2.85181 -0.69265 -2.62168
F -4.15534 -2.57813 -2.55788
F -2.79024 -3.66501 -4.01368
F -1.36967 -1.82287 -4.13632
F -3.59405 -1.60781 -4.56486
N 1.15358 1.59850 -0.18356
P 0.68809 2.87369 -1.32994
O -0.94390 2.78306 -1.70272
O 1.46819 2.67358 -2.79880
S 0.95952 4.65207 -0.60479
C 2.43083 1.34730 0.12247
N 3.32779 2.23506 -0.53941
C 4.74749 1.77183 -0.53469
C 5.48064 1.94739 0.86312
C 6.82479 2.79427 0.80248
H 3.96103 1.38276 4.53867
H 3.12254 -1.15653 -0.59976
H 4.58824 -0.78051 0.42989
H 2.41603 -2.94676 1.20545
H 3.63191 -2.30899 2.37284
H 5.63175 -3.70506 -2.25363
H 5.33911 -2.08607 -1.46718
H 3.17102 -3.47190 -3.32588
H 3.12421 -1.79122 -2.61588
H 4.35347 -2.20821 -3.87647
H 0.97667 -0.05845 2.40025
H 0.91027 -1.39787 1.28239
H -1.10112 0.41109 2.29991
H 0.03681 1.87727 2.39556
H -1.40064 3.32454 1.25440
H -2.28555 2.06134 0.28900
H -2.56112 1.80410 3.30600
H -3.41693 3.28929 2.55210
H -5.04642 1.48792 2.69122
H -3.86806 0.23181 2.09258
H -5.36393 3.05294 -0.72368
H -6.40857 2.90866 0.77598
H -4.73144 3.69416 0.82658
H -6.86700 1.21028 -1.53743
H -6.28647 -0.48388 -1.81843
H -5.09175 0.89698 -1.99813
H -1.52431 0.42018 -0.78205
H -1.20531 -0.95565 0.42670
H -0.16308 -0.39151 -2.47599
H 1.11682 -0.89946 -1.31388
H -1.14293 1.95704 -2.19525
H 1.76963 3.57698 -3.05138
H 3.33527 3.11937 0.00600
H 4.84867 0.73466 -0.97605
H 5.29746 2.44715 -1.26393
H 4.78509 2.49944 1.57406
H 5.74243 0.96505 1.36431
H 7.67680 2.07015 0.68980
H 6.95136 3.30160 1.81030
H 6.81796 3.62053 0.04064
C -4.25417 6.26022 -1.73436
O -4.02506 5.95696 -0.36560
C -2.97418 6.73714 0.19871
C -3.52082 7.90380 1.01106
O -4.19914 8.84149 0.18442
C -5.61165 8.68935 0.22990
H -5.22238 5.84467 -2.01645
H -4.27363 7.33611 -1.91995
H -3.47848 5.79342 -2.35083
H -2.29014 7.08904 -0.58018
H -2.41155 6.07838 0.86812
H -2.68065 8.43221 1.47138
H -4.17616 7.54785 1.81288
H -5.99839 9.12151 1.15736
H -5.91598 7.64274 0.15825
H -6.03745 9.23403 -0.61363
C 1.64520 -7.71486 3.26137
O 2.79778 -8.33026 2.70844
C 2.48443 -9.49942 1.95642
C 2.46769 -9.21166 0.46111
O 1.41343 -8.32082 0.11254
C 1.86393 -6.98361 -0.05613
H 1.91741 -6.70620 3.57591
H 0.82961 -7.64242 2.53798
H 1.31078 -8.27771 4.13896
H 1.53121 -9.92734 2.28266
H 3.26997 -10.23200 2.16223
H 2.28410 -10.14886 -0.07243
H 3.43391 -8.81761 0.12921
H 2.36275 -6.88369 -1.02297
H 2.54314 -6.67326 0.74040
H 0.99088 -6.32840 -0.04383



Record 4
28
Properties=species:S:1:pos:R:3 method="wB97M-V/def2-TZVPD" e_above_lowest_kj_mol=413.5 lumo_energy_ha=0.0007 homo_lumo_gap_ev=8.35
C -0.88772 1.05428 1.72607
C -1.98970 0.50376 1.31373
C 0.09015 1.85619 0.95274
C -2.55743 0.52780 -0.09607
C 0.74228 1.84008 -0.23741
C -2.68955 -0.59493 -0.79361
C 0.64215 1.02706 -1.43949
C -2.27552 -1.90412 -0.27066
C 0.30506 -0.29966 -1.36993
C -0.92919 -2.15165 -0.05632
C 0.14383 -1.14729 -0.07758
C 3.46160 -0.61881 -0.36356
N 0.94301 -1.03639 0.91127
O 4.08453 1.75908 -0.18624
S 3.92768 0.69680 -1.15430
H -0.70378 0.93888 2.84192
H -2.53832 -0.21548 1.91850
H 0.27425 2.71320 1.69724
H -2.76328 1.55260 -0.52506
H 1.27456 2.75910 -0.51969
H -3.17477 -0.57630 -1.74131
H 0.76324 1.56189 -2.38314
H -3.02211 -2.63563 0.02162
H 0.06655 -0.91055 -2.24188
H -0.61336 -3.02656 0.41685
H 0.74883 -1.61194 1.73991
H 3.26604 -1.54683 -0.85184
H 3.41096 -0.51456 0.76826



Record 5
109
Properties=species:S:1:pos:R:3 method="wB97M-V/def2-TZVPD" multiplicity=2 lumo_energy_ha="0.0127 / 0.0127" s_squared=0.779 homo_lumo_gap_ev="6.39 / 6.38"
Mn 0.47172 -0.16020 -1.81800
O -0.99315 0.01342 0.13139
P -2.32999 -0.36171 0.66786
C -2.75022 0.57481 2.16478
C -1.83480 1.47385 2.69153
C -2.13791 2.15361 3.85838
C -3.34819 1.92485 4.49161
C -4.26712 1.03233 3.96003
C -3.96763 0.35258 2.79629
C -3.73029 -0.09317 -0.46678
C -4.12440 -1.07463 -1.36665
C -5.18847 -0.84445 -2.22065
C -5.88117 0.35381 -2.16335
C -5.48313 1.33838 -1.27146
C -4.40633 1.12178 -0.43104
C -2.32014 -2.09549 1.22498
C -1.10365 -2.49849 1.76706
C -0.93966 -3.78633 2.23663
C -2.00367 -4.67202 2.17641
C -3.22962 -4.26312 1.67307
C -3.39488 -2.97302 1.19886
H -0.89939 1.63161 2.17195
H -1.43403 2.85956 4.27682
H -3.58431 2.45008 5.40321
H -5.21260 0.86658 4.45450
H -4.67596 -0.34592 2.37241
H -3.58874 -2.01199 -1.40515
H -5.46846 -1.59981 -2.94053
H -6.72372 0.52065 -2.81986
H -6.01520 2.27726 -1.23547
H -4.08091 1.89527 0.25186
H -0.29851 -1.77852 1.81400
H 0.01153 -4.09578 2.64631
H -1.87950 -5.68314 2.53095
H -4.06192 -4.95229 1.65391
H -4.35543 -2.65409 0.81871
Cl 2.86766 6.65013 0.85983
C 3.24651 5.11318 1.54469
C 2.22528 4.25955 1.93513
C 2.54720 3.02578 2.47023
C 3.86874 2.61988 2.62344
C 4.17592 1.24126 3.16373
C 4.71812 0.31659 2.04210
N 3.65175 -0.12200 1.19455
C 3.03117 -1.33777 1.24364
C 2.00055 -1.28547 0.35732
N 1.96506 -0.04316 -0.21502
C 2.96954 0.62517 0.30006
O 5.11810 1.28376 4.21838
C 4.60809 0.94578 5.49580
C 4.14345 -0.48045 5.57041
C 2.84096 -0.88975 5.47768
Cl 1.44017 0.10046 5.38181
S 2.67387 -2.61513 5.51511
C 4.38308 -2.78538 5.65716
C 5.02135 -1.58913 5.67262
C 4.87582 3.50049 2.23296
Cl 6.53519 3.07341 2.40657
C 4.57292 4.74330 1.69743
H 1.19627 4.55906 1.81755
H 1.75366 2.35740 2.77187
H 3.23784 0.80239 3.52130
H 5.18112 -0.55153 2.51479
H 5.47875 0.84606 1.46571
H 3.37022 -2.13107 1.87547
H 1.32164 -2.06608 0.06064
H 3.23260 1.63385 0.04805
H 3.79100 1.62551 5.77084
H 5.45345 1.09912 6.17102
H 4.80491 -3.76773 5.72595
H 6.08688 -1.48021 5.76211
H 5.36717 5.40702 1.39907
C -2.49928 -3.12412 -4.79416
C -2.91351 -1.88598 -5.26457
C -2.59224 -0.71831 -4.60603
C -1.85092 -0.75244 -3.40917
C -1.44123 -2.03102 -2.94502
C -1.73984 -3.18530 -3.63112
N -1.40914 0.29912 -2.68414
C -1.77651 1.60519 -2.74282
C -0.82765 2.52570 -2.24760
C -1.07433 3.87613 -2.23815
C -2.29689 4.36681 -2.68061
C -3.25366 3.47794 -3.13923
C -3.00662 2.12044 -3.17914
H -2.74751 -4.02469 -5.33646
H -3.49270 -1.83102 -6.17623
H -2.86203 0.22911 -5.04389
H -0.86033 -2.08225 -2.00435
H -1.38148 -4.14111 -3.26917
H 0.13402 2.11939 -1.88196
H -0.31310 4.56376 -1.89602
H -2.49176 5.42909 -2.67579
H -4.21104 3.84434 -3.48545
H -3.77445 1.45093 -3.53078
C 1.51325 -0.55747 -6.42103
N 2.01068 -1.28246 -5.27864
C 2.70011 -2.45136 -5.40203
C 3.03118 -3.18236 -4.32766
C 2.55219 -2.79284 -3.00014
O 2.72892 -3.47482 -2.00123
N 1.88953 -1.59127 -2.94506
C 1.71622 -0.81668 -4.01175
O 1.29274 0.35651 -3.87274
H 2.25724 -0.51905 -7.21422
H 1.26737 0.44842 -6.08694
H 0.60759 -1.03924 -6.79429
H 2.97682 -2.72555 -6.41225
H 3.61220 -4.08414 -4.41477



Record 6
58
Properties=species:S:1:pos:R:3 method="wB97M-V/def2-TZVPD" multiplicity=5 e_above_lowest_kj_mol=80.0 lumo_energy_ha="-0.2882 / -0.3464" total_charge=+2 s_squared=6.117 homo_lumo_gap_ev="5.47 / 5.27"
C -3.11692 1.09210 -5.74042
C -2.28493 1.10182 -4.51892
C -1.63840 2.22878 -3.99301
C -0.84715 1.95632 -2.85682
C -0.96407 0.63306 -2.47857
B 1.40646 -0.56367 -1.84530
C -0.52916 0.08899 -1.18526
C -1.18031 -1.09265 -0.67891
C -1.89726 -1.02045 0.47976
C -2.70792 -2.19377 0.96132
F -3.89888 -1.79465 1.51787
F -2.98899 -3.08429 -0.03774
F -2.03094 -2.88314 1.94315
C -1.86222 0.12829 1.28495
C -1.03374 1.18375 0.91501
C -0.96372 2.42776 1.75717
F 0.32812 2.68224 2.15256
F -1.39086 3.53567 1.06465
F -1.71152 2.33973 2.89244
C -0.24464 1.09437 -0.20211
O 0.94293 -1.54592 -2.75824
C 1.68961 -1.23661 -3.94516
C 2.28081 0.16741 -3.73331
O 1.85084 0.62530 -2.43475
S -1.97203 -0.29511 -3.55761
H -3.39854 2.10784 -6.03271
H -2.60652 0.63093 -6.59077
H -4.02516 0.52200 -5.55490
H -1.70186 3.21719 -4.43012
H -0.28770 2.68757 -2.25141
H -1.20708 -2.01669 -1.25953
H -2.46195 0.18545 2.17563
H 0.48052 1.88597 -0.40344
H 2.49294 -1.98744 -4.06290
H 1.03672 -1.27096 -4.83097
H 3.38846 0.12139 -3.75110
H 1.91925 0.87587 -4.49631
O 8.96322 -0.09655 3.18263
C 7.97479 -0.10776 2.55622
Fe 6.61169 -0.38272 1.43796
C 7.85513 -0.50182 0.19153
O 8.83768 -0.59570 -0.41240
C 6.77799 -2.02992 2.12033
O 7.06092 -3.03591 2.63762
C 1.97311 -1.14201 -0.52849
C 1.76596 -0.65617 0.83284
C 2.56389 0.08979 1.64385
C 3.87603 0.56281 1.52933
C 4.81361 0.23472 0.53178
C 4.50174 -0.57066 -0.61824
C 3.36796 -1.17694 -1.05488
H 1.56567 -2.17164 -0.46985
H 0.94122 -1.19950 1.29816
H 2.06073 0.37947 2.57047
H 4.20507 1.25037 2.32554
H 5.71596 0.89185 0.45599
H 5.36440 -0.70516 -1.28088
H 3.49471 -1.89681 -1.88808